Entry 1:
Computed, not measured: C4H4N2O in the gas phase at a distorted geometry, with ωB97M-V with the def2-TZVPD basis set.

```
11
Properties=species:S:1:pos:R:3:forces:R:3:nbo_charge:R:1
H 2.198272 0.541304 -1.003057 0.5 0.4 0.3 0.362
N 1.843156 -0.248487 -0.477933 0.4 0.5 0.5 -0.670
C 1.049361 0.070843 0.447653 0.6 -0.1 -0.4 0.509
C 0.134470 -1.024439 0.804323 0.0 0.0 -0.5 -0.192
C -0.902247 -0.690838 0.017919 -0.3 -0.4 0.1 -0.228
C -1.281780 0.724228 -0.000898 0.0 0.1 0.1 -0.046
N -0.614964 1.691249 0.519928 -0.3 -0.4 -0.5 -0.060
O 0.705499 1.356127 0.816039 0.2 -0.2 0.0 -0.367
H 0.485875 -2.023902 1.037739 0.0 0.2 -0.3 0.238
H -1.239023 -1.371692 -0.756339 -1.2 -0.3 0.7 0.237
H -2.299226 0.966928 -0.282325 0.1 0.2 -0.1 0.219
```
Positions in Å, forces in eV/Å.

Its HOMO energy is -9.3721 eV. The value obtained for the energy above the lowest of the compared OMol25 structures with the same formula, charge and spin is 426.8 kJ/mol. The total charge is 0. Its SMILES is [H]/N=c1/cccno1. As for the energy: -339.4191 Eh. The molar mass is 96.1 g/mol. For the frontier orbital gap, the calculation gives 9.017 eV. The value obtained for the maximum force is 1.43 eV/Å.

=====

Entry 2:
Computed, not measured: a molecular structure, H2KO at a distorted geometry, with ωB97M-V with the def2-TZVPD basis set.

```
4
Properties=species:S:1:pos:R:3:forces:R:3:mulliken_charge:R:1
O 0.008631 -0.407724 -0.413652 -3.3 -2.6 -1.1 -0.734
H -0.530221 0.407774 -0.300260 -1.3 -2.2 -1.4 0.375
H -0.446655 -1.084395 0.136876 0.1 0.2 -0.9 0.401
K 0.968245 1.084344 0.577036 4.5 4.7 3.3 0.958
```
Positions in Å, forces in eV/Å.

Its HOMO energy is -17.7159 eV. The value obtained for the energy above the lowest of the compared OMol25 structures with the same formula, charge and spin is 212.5 kJ/mol. The total charge is +1. As for the energy: -676.1028 Eh. The molar mass is 57.1 g/mol. For the frontier orbital gap, the calculation gives 13.052 eV. The value obtained for the maximum force is 7.31 eV/Å.

=====

Entry 3:
Computed, not measured: a molecular structure, C33H28F6N2O7P2PdS3 at a distorted geometry, with ωB97M-V with the def2-TZVPD basis set.

```
82
Properties=species:S:1:pos:R:3:forces:R:3:mulliken_charge:R:1
Pd -0.165539 -0.193086 -0.069117 2.6 0.4 0.3 -0.081
F -2.502311 -4.635230 0.914795 0.2 0.2 0.0 -0.231
C -2.826460 -3.328002 0.905382 -0.1 0.1 -0.2 0.451
F -3.398412 -3.056429 2.089143 0.2 0.0 0.0 -0.240
F -3.774116 -3.166725 -0.039365 0.0 0.0 0.1 -0.256
S -1.362261 -2.220027 0.478825 -0.7 -2.5 0.5 1.198
O -0.411410 -2.606073 1.490759 0.0 0.3 0.3 -0.714
O -1.163791 -2.672574 -0.869717 0.1 0.0 -0.3 -0.539
N -2.142366 -0.857186 0.797381 0.1 0.3 -0.2 -0.446
S -2.666546 0.036763 -0.412469 -1.3 1.7 -0.7 0.917
O -2.254991 -0.301612 -1.743736 -0.1 -0.2 -0.2 -0.462
O -4.063295 0.326744 -0.244320 -0.1 -0.4 0.4 -0.740
C -1.952060 1.784607 -0.128994 -0.3 0.6 0.0 0.447
F -2.953997 2.683910 -0.142831 -0.1 -0.1 0.0 -0.291
F -1.305297 1.978392 1.030377 -0.2 -0.1 0.0 -0.174
F -1.141699 2.140100 -1.139771 -0.2 0.0 0.1 -0.241
N 0.647136 -0.024334 2.564496 0.3 0.1 0.4 -0.086
C 1.610196 0.552015 3.402773 -0.1 0.1 0.1 0.333
C 2.962188 0.245962 3.231066 0.0 0.0 0.1 -0.313
C 3.927633 0.850569 4.017546 -0.1 -0.1 0.0 -0.807
C 3.559684 1.752407 5.005295 0.3 0.1 0.2 -0.105
C 2.224166 2.053821 5.195567 -0.1 0.0 0.0 -0.727
C 1.252367 1.461410 4.399354 0.0 0.0 -0.1 -0.315
S 4.847973 2.501516 6.011819 0.0 0.1 0.1 1.260
O 4.147325 3.121606 7.135321 0.0 -0.1 -0.2 -0.741
O 5.494914 3.460822 5.116765 0.0 -0.1 0.1 -0.691
O 5.713611 1.388915 6.396929 -0.1 0.1 -0.1 -0.718
H -0.297026 0.026436 2.913983 0.0 -0.1 0.0 0.139
H 0.876123 -0.960588 2.270809 -0.2 -0.1 0.0 0.268
H 3.241496 -0.481139 2.477949 0.0 0.0 0.0 0.379
H 4.979084 0.620768 3.894730 0.0 -0.1 0.0 0.388
H 1.958804 2.739125 5.990489 0.0 0.0 0.0 0.469
H 0.201722 1.687501 4.551845 0.0 0.0 0.0 0.331
C 3.381250 -0.295578 -1.371023 -0.1 0.5 0.4 -1.303
P 1.673424 0.468018 -1.277770 0.0 -0.4 -0.5 0.787
C 1.074578 -0.066011 -2.936646 0.1 0.0 0.0 0.944
C 0.817152 0.733019 -4.045341 -0.1 0.0 0.0 -0.506
C 0.357039 0.163983 -5.227492 0.0 0.0 0.0 -0.650
C 0.124205 -1.197614 -5.308092 0.0 0.0 -0.1 -0.557
C 0.323579 -1.996564 -4.189215 0.1 0.0 0.0 -0.511
C 0.797625 -1.435147 -3.018500 0.1 0.1 -0.1 -0.949
C 2.012072 2.253662 -1.448238 0.1 -0.1 0.1 0.883
C 2.579610 2.845565 -2.575620 0.2 0.0 0.2 -0.240
C 2.727200 4.220887 -2.640100 0.1 0.0 -0.1 -0.983
C 2.346891 5.014037 -1.565653 0.0 0.0 0.0 -0.652
C 1.844070 4.428597 -0.413740 0.0 0.0 0.0 -0.914
C 1.665887 3.053529 -0.361623 0.0 0.0 0.0 -0.553
P 4.510890 0.400052 -0.046228 0.1 -0.1 -0.4 0.907
C 5.808627 -0.912144 -0.063816 -0.1 0.0 0.2 0.562
C 7.165012 -0.585269 -0.005152 -0.1 -0.1 0.0 -0.613
C 8.131185 -1.577147 0.056732 0.0 0.0 0.0 -0.623
C 7.761098 -2.913683 0.080153 0.1 0.0 0.0 -0.451
C 6.416325 -3.249653 0.072812 0.0 -0.1 0.0 -0.685
C 5.449360 -2.257861 0.012805 0.0 0.0 0.0 -0.403
C 5.476199 1.675411 -0.968269 -0.2 -0.1 0.1 0.388
C 5.704403 2.885537 -0.322680 -0.2 0.0 0.0 -0.372
C 6.464990 3.876046 -0.929380 0.1 0.1 0.0 -0.692
C 7.013721 3.659225 -2.182372 0.0 0.0 0.0 -0.430
C 6.809904 2.443973 -2.825653 0.0 0.0 0.0 -0.794
C 6.051271 1.457106 -2.219078 -0.1 0.1 -0.1 -0.241
H 3.813536 -0.203122 -2.368798 0.0 0.0 0.0 0.625
H 3.226827 -1.350898 -1.147440 0.0 0.0 -0.1 0.393
H 0.948469 1.804702 -3.993269 0.0 -0.1 0.0 0.526
H 0.173140 0.796335 -6.088503 0.0 0.0 0.0 0.376
H -0.226906 -1.634394 -6.235569 -0.1 0.0 0.0 0.344
H 0.091666 -3.053531 -4.220626 0.0 0.0 0.0 0.395
H 0.914990 -2.049834 -2.135867 -0.1 -0.1 0.0 0.071
H 2.920119 2.226674 -3.395771 0.0 0.0 0.0 0.768
H 3.153704 4.674293 -3.526689 0.0 0.0 0.0 0.390
H 2.457781 6.090303 -1.624755 0.0 0.0 0.0 0.376
H 1.589490 5.037866 0.444212 0.0 0.0 0.0 0.465
H 1.257520 2.580290 0.524802 0.0 0.0 0.0 0.309
H 7.467019 0.453156 -0.003298 0.0 0.0 0.0 0.410
H 9.178294 -1.303073 0.098199 0.0 0.0 0.0 0.391
H 8.517007 -3.687835 0.127180 0.0 0.0 0.0 0.353
H 6.118020 -4.289501 0.127438 0.0 0.0 0.0 0.393
H 4.402981 -2.538179 0.038778 0.0 0.0 0.0 0.321
H 5.280713 3.048014 0.661075 0.0 0.0 0.0 0.570
H 6.626952 4.818082 -0.420436 0.0 0.0 0.0 0.414
H 7.605296 4.431405 -2.659887 0.0 0.0 0.0 0.352
H 7.253859 2.263477 -3.797793 0.0 0.0 0.0 0.376
H 5.923110 0.503011 -2.717289 0.0 0.0 0.0 0.369
```
Positions in Å, forces in eV/Å.

Its HOMO energy is -2.2926 eV. The total charge is -2. As for the energy: -4514.9404 Eh. The molar mass is 943.2 g/mol. For the frontier orbital gap, the calculation gives 6.065 eV. The value obtained for the maximum force is 2.64 eV/Å.

=====

> The lowest frontier orbital gap belongs to which entry?

C33H28F6N2O7P2PdS3

=====

> Which of these has the highest energy?

C4H4N2O